No. 1
Molecular formula: C28H11F5MnN8O9Se
Method: DFT, ωB97M-V/def2-TZVPD

Structure (XYZ):
```
63
Properties=species:S:1:pos:R:3:nbo_charge:R:1
Se 1.94959 3.38170 -1.23446 -0.380
Mn 0.60822 0.54707 -0.44176 1.322
F 0.00433 2.87091 -3.61649 -0.313
F -2.39313 3.91362 -4.14015 -0.315
F -2.16233 6.49388 -0.20914 -0.316
F 0.24436 5.48556 0.33408 -0.311
F -3.51455 5.73759 -2.45307 -0.312
O -3.92577 -5.08050 4.12058 -0.401
O 3.57751 0.46440 2.71354 -0.612
O -0.88423 -0.68450 0.86465 -0.753
O -4.20710 -3.01302 3.60343 -0.364
O 0.56365 -1.90397 -0.28706 -0.708
O 4.64969 -0.71465 0.38843 -0.608
O -0.26950 -7.54668 2.32916 -0.401
O 1.09716 -6.62543 0.94942 -0.365
O -1.23098 1.46690 -1.28843 -0.541
N -4.60782 0.74578 -1.59823 -0.351
N 0.15308 -6.58530 1.70938 0.534
N -1.17022 0.40560 -1.98833 0.018
N -3.60681 -4.06381 3.52714 0.534
N 0.49475 1.73515 1.53420 -0.463
N 2.55057 0.27858 0.62326 -0.780
N 2.15339 -0.02019 -2.02835 -0.478
N -2.21409 -2.30525 -3.76455 -0.369
C 3.33836 -0.37882 -1.54053 0.152
C -0.33822 -1.77338 0.55834 0.712
C 0.25872 4.13189 -1.62049 -0.280
C 0.26473 2.53293 4.16119 -0.176
C 3.58378 -0.30082 -0.04031 0.651
C 1.36622 1.81022 3.74184 -0.218
C -0.57964 -5.32414 1.82694 -0.007
C 4.17524 -0.78252 -3.73949 -0.174
C -1.61292 5.59264 -1.04868 0.249
C -1.96915 -2.95761 2.05804 -0.129
C -3.57863 0.34570 -1.92256 0.295
C -2.30756 -0.17451 -2.31817 -0.202
C -1.72482 4.29719 -3.03601 0.296
C -2.39804 -4.10683 2.70350 -0.007
C 1.44576 1.42437 2.40999 0.144
C -0.47869 3.77676 -2.75199 0.302
C -0.72417 2.85207 3.24121 -0.252
C 1.95659 -0.01861 -3.34269 0.079
C -0.36443 5.05966 -0.78565 0.295
C -2.30312 5.21497 -2.18152 0.228
C -1.71910 -5.30565 2.60795 -0.166
C 2.94158 -0.39035 -4.23944 -0.255
C 4.37676 -0.77769 -2.37255 -0.218
C -0.12075 -4.20330 1.15602 -0.126
C -0.56808 2.42460 1.93441 0.074
C -0.82288 -3.01400 1.28101 -0.042
C -2.25608 -1.35511 -3.11481 0.302
C 2.66178 0.64646 1.92507 0.645
H 0.76276 -4.23300 0.53473 0.279
H -1.60110 3.41762 3.52528 0.212
H 4.97076 -1.08182 -4.41159 0.200
H -2.06289 -6.18875 3.12113 0.271
H 0.97390 0.29600 -3.67266 0.215
H -2.50136 -2.02227 2.15365 0.279
H 5.31399 -1.06330 -1.91689 0.239
H 2.74236 -0.36880 -5.30219 0.210
H 2.17501 1.53458 4.40344 0.238
H -1.31054 2.63412 1.17251 0.214
H 0.17408 2.84606 5.19467 0.201
```

Calculated values
**Frontier orbital gap (alpha / beta)**: 4.7757 / 4.9041 eV
**Net charge**: -2
**Lowest unoccupied orbital energy (alpha / beta)**: 2.8 / 2.8 eV
**Spin multiplicity**: 6


No. 2
Molecular formula: C32H58ClN10O2
Method: DFT, ωB97M-V/def2-TZVPD

Structure (XYZ):
```
103
Properties=species:S:1:pos:R:3:mulliken_charge:R:1
Cl -0.23086 0.49468 -0.72002 -1.001
O -0.09897 -9.39952 -0.39155 -0.764
O -0.97518 -8.05868 -1.86018 -0.661
N -1.58816 -4.44288 -7.83871 0.143
N -0.14884 9.86150 6.83901 0.233
N -3.37548 -3.35121 -6.87731 0.174
N 3.51559 4.61707 -7.33452 0.125
N 5.69517 -1.94425 4.86109 0.108
N -0.43564 8.76466 4.86077 0.130
N 1.47456 4.43973 -8.18110 0.167
N 7.25027 -3.65024 4.83636 0.181
N -5.55148 -4.60393 4.16696 0.168
N -4.68484 -2.61521 4.76137 0.135
C 1.43008 3.95182 -6.91401 -0.245
C 2.70795 3.98851 -6.40405 -0.602
C -0.50131 10.52975 8.08924 -0.540
C -0.20876 -4.93259 -7.98479 -0.765
C 8.17893 -5.71379 5.87071 -1.125
C -0.33109 -8.23480 -0.85540 0.491
C -0.47321 3.17913 -9.11582 -1.161
C -3.86648 -1.49062 4.72355 -0.802
C -5.78314 -2.87252 5.55072 -0.346
C 2.71856 5.03355 -8.33342 -0.113
C 6.95880 -2.37366 5.29568 -0.036
C -2.15286 -3.95718 -6.63382 -0.248
C -1.06146 8.19817 3.66383 -0.819
C 5.01098 -0.60793 5.10756 -0.781
C -1.07409 9.51319 5.88787 -0.117
C -3.73055 -3.69445 -8.20466 -0.384
C -0.20745 12.00478 7.94965 -1.048
C -5.27981 -4.00618 -5.50697 -1.043
C 1.02546 9.27241 6.47490 -0.336
C -6.28971 -4.03161 5.10747 -0.387
C -4.50108 -3.72455 3.97047 -0.174
C -4.36525 -2.90794 -5.90180 -0.494
C 0.38374 4.48259 -9.15179 -0.290
C 0.38248 -6.98188 -0.36627 -0.692
C -5.79969 -5.82871 3.47692 -0.583
C 6.06101 -4.05577 4.18797 -0.331
C -2.55919 -4.22987 -8.82649 -0.294
C 4.97319 4.75533 -7.35062 -0.795
C 5.16989 -3.00022 4.16697 -0.414
C 8.45307 -4.45614 5.01518 -0.425
C 0.91163 8.70815 5.22433 -0.392
C -6.91063 -5.52450 2.43992 -1.008
H 0.07723 2.26881 -9.35334 0.334
H 5.68391 0.02373 5.68746 0.287
H -6.02936 -3.67720 -4.78721 0.364
H -3.80744 -2.42551 -5.09918 0.422
H 1.44736 -7.18417 -0.48109 0.179
H -0.11860 -5.26570 -9.01872 0.292
H 0.20954 -6.01318 -0.83511 0.272
H 7.44305 -5.62805 6.67024 0.359
H 9.19449 -3.93468 5.62055 0.310
H 7.78823 -6.54123 5.27841 0.349
H -6.57163 -4.65387 1.87852 0.348
H -7.08852 -6.42001 1.84449 0.366
H -5.07105 -2.21448 -6.35903 0.248
H 4.74771 -0.19049 4.13569 0.340
H -0.41006 12.52940 8.88336 0.364
H 1.64314 8.22556 4.59313 0.439
H -0.88006 12.41852 7.19830 0.329
H -1.55698 10.39507 8.32493 0.297
H -1.01989 3.10290 -8.17592 0.408
H -2.14623 8.12871 3.74479 0.309
H 0.51644 3.50640 -6.54893 0.420
H -6.09574 -6.50502 4.27882 0.345
H 0.88690 4.74466 -10.08251 0.343
H -3.63974 -3.89648 3.34204 0.384
H -7.86198 -5.34780 2.94171 0.350
H 0.56633 -4.19794 -7.76652 0.321
H -4.61451 -4.79101 -5.14709 0.340
H 0.04367 -5.79244 -7.36428 0.355
H -4.83793 -6.16768 3.09191 0.364
H 9.11088 -6.11719 6.26674 0.358
H 3.15873 5.52715 -9.18724 0.329
H 5.96867 -5.00092 3.67362 0.414
H 0.00777 10.06899 8.93579 0.374
H 4.11590 -0.83147 5.68805 0.338
H -1.82400 -4.11997 -5.61807 0.440
H 1.89708 9.44131 7.08983 0.424
H -6.01885 -2.17227 6.33843 0.454
H 5.34121 3.73317 -7.26204 0.390
H -5.87833 -4.37290 -6.34087 0.332
H -2.40946 -4.63232 -9.81746 0.411
H 3.12344 3.67310 -5.45838 0.472
H 0.14447 -6.92234 0.69576 0.177
H 0.83379 12.19005 7.68589 0.333
H -0.81839 8.80336 2.79046 0.322
H -0.25545 5.30620 -8.83369 0.259
H 4.40038 -2.90611 3.41503 0.398
H -4.28409 -0.62693 4.20612 0.325
H 7.61642 -1.68756 5.80873 0.357
H 5.33624 5.05810 -8.33278 0.293
H -0.72314 7.16412 3.59747 0.361
H -2.15021 9.54578 5.97326 0.338
H 5.39335 5.40085 -6.57935 0.302
H -2.92213 -1.65428 4.20440 0.321
H -3.67678 -1.21754 5.76159 0.337
H -4.66319 -3.42028 -8.67520 0.389
H 8.87051 -4.66092 4.02932 0.314
H -1.20337 3.39726 -9.89516 0.363
H -7.10590 -4.56744 5.56913 0.405
```

Calculated values
**Frontier orbital gap**: 3.1038 eV
**Net charge**: +3
**Lowest unoccupied orbital energy**: -5.2 eV


Results for E_tot: -169815.39641 -65615.14123 (in eV, following the order of the records).
Results for energy relative to the best compared isomer or geometry (same formula, charge and spin): 8.12 609.74 (in kJ/mol, following the order of the records).